C30H62ClO12P | ωB97M-V/def2-TZVPD

The frontier orbital gap is 9.66 eV. As for the HOMO energy: -9.175 eV. Its SMILES is COCCCCCCCCC[C@@]1(C[C@H](C)Cl)OC(=O)O[C@]1(CCO)[PH2]=O.COCCOCCOC.COCCOCCOC. The value obtained for the relative energy (zero: lowest compared OMol25 entry of this formula, charge and spin) is 1.167 eV. The LUMO energy comes out at 0.5 eV.

The geometry in XYZ format:
```
106
Properties=species:S:1:pos:R:3:forces:R:3:mulliken_charge:R:1
C -1.929 -2.288 5.446 -0.157 0.354 0.526 -0.70
O -2.576 -1.246 4.741 0.070 -0.018 -0.294 -0.38
C -3.268 -1.706 3.592 0.365 -0.262 -0.785 -0.32
C -3.141 -0.722 2.393 0.318 0.059 0.584 -0.93
C -1.822 0.086 2.461 -0.500 -0.255 -0.049 0.08
C -0.574 -0.814 2.394 0.383 0.247 -0.395 -0.49
C -0.233 -1.316 0.969 -0.275 0.751 -0.174 -0.69
C -0.151 -0.185 -0.094 0.265 -0.456 0.823 -1.02
C 0.876 0.914 0.283 0.053 0.033 -1.243 -0.62
C 0.458 2.337 -0.239 0.356 -1.073 1.082 -0.61
C 0.179 3.273 0.965 -0.603 0.701 0.350 -1.10
C 0.706 4.731 0.775 0.703 -0.243 -2.069 0.71
C 2.244 4.822 0.648 0.037 -0.173 0.761 -2.17
C 3.084 4.763 1.941 0.390 -0.830 -0.585 0.23
C 3.018 3.415 2.689 0.552 0.822 0.388 -1.20
Cl 2.867 6.156 3.059 -0.051 -0.343 -0.060 -0.18
O 0.292 4.961 -0.634 -0.247 0.519 -0.252 -0.45
C -1.007 5.368 -0.660 3.409 -0.634 4.587 0.42
O -1.674 5.393 -1.577 -3.283 0.261 -4.211 -0.48
O -1.362 5.713 0.627 -0.006 0.107 -0.481 -0.45
C -0.111 5.887 1.354 -1.273 0.649 1.072 1.68
C -0.504 6.007 2.840 -0.479 -0.613 0.322 -1.41
C -0.769 4.721 3.617 -0.568 0.039 0.697 -0.57
O -1.956 4.062 3.152 0.602 -0.187 0.001 -0.61
P 0.350 7.649 0.848 1.561 0.385 0.363 0.37
O 1.790 7.907 0.633 0.091 -0.019 -0.452 -0.65
H -1.324 -2.945 4.802 -0.355 0.070 -0.042 0.26
H -2.686 -2.857 6.010 0.374 -0.185 -0.126 0.29
H -1.233 -1.819 6.153 -0.270 -0.065 -0.074 0.23
H -2.787 -2.646 3.268 -0.298 0.086 0.130 0.13
H -4.328 -1.916 3.807 0.250 0.034 0.095 0.50
H -3.127 -1.328 1.475 -0.134 0.143 0.168 0.02
H -4.010 -0.056 2.326 0.223 -0.043 0.095 0.46
H -1.858 0.818 1.641 0.287 -0.189 0.118 0.27
H -1.783 0.682 3.383 -0.149 -0.267 -0.067 0.30
H -0.668 -1.707 3.023 -0.175 0.295 0.054 0.17
H 0.259 -0.237 2.823 -0.040 -0.247 -0.184 0.26
H -1.039 -2.000 0.667 0.425 -0.149 -0.027 -0.08
H 0.733 -1.839 0.963 -0.324 -0.148 0.175 0.51
H -1.161 0.222 -0.232 0.282 0.074 -0.116 0.52
H 0.175 -0.644 -1.037 -0.315 0.164 0.062 0.32
H 1.804 0.645 -0.246 -0.096 0.027 0.320 0.43
H 1.128 0.915 1.348 -0.267 0.078 -0.152 0.30
H -0.474 2.197 -0.797 0.297 0.327 -0.146 0.40
H 1.239 2.677 -0.922 -0.288 0.274 0.127 0.78
H -0.913 3.353 1.057 0.268 0.030 0.160 0.63
H 0.510 2.836 1.910 0.181 0.084 -0.262 0.31
H 2.553 5.667 0.027 -0.368 0.127 0.378 0.60
H 2.543 3.930 0.076 -0.085 0.154 0.188 0.35
H 4.127 4.830 1.609 -0.235 0.286 0.043 0.54
H 3.232 2.612 1.975 -0.400 0.012 0.166 0.23
H 2.096 3.284 3.258 0.033 -0.188 -0.317 0.13
H 3.835 3.413 3.424 -0.214 -0.054 -0.121 0.51
H -1.447 6.576 2.869 0.188 -0.154 -0.172 0.56
H 0.188 6.604 3.441 0.230 -0.190 -0.424 0.53
H 0.075 4.020 3.648 -0.002 0.296 -0.247 0.09
H -0.965 5.012 4.665 0.295 0.056 -0.237 0.52
H -1.892 3.157 3.491 -0.299 0.182 -0.181 0.30
H -0.480 8.031 -0.240 -0.121 -0.426 0.305 0.08
H -0.075 8.452 1.945 -0.578 -0.423 -0.306 0.09
C 4.142 2.705 -5.703 0.031 -0.299 -0.200 -0.79
O 4.535 1.359 -5.503 -0.237 0.255 0.340 -0.30
C 5.215 1.124 -4.282 0.051 -0.223 -0.241 -0.55
C 4.656 -0.069 -3.524 0.097 -0.179 0.104 -0.29
O 3.332 0.063 -3.024 -0.069 0.021 -0.064 -0.37
C 2.262 0.166 -3.960 -0.028 0.155 0.040 -0.14
C 2.012 -1.055 -4.830 -0.006 0.176 -0.206 -0.73
O 3.070 -1.304 -5.739 0.113 -0.138 0.375 -0.28
C 3.528 -2.639 -5.756 0.030 0.109 -0.222 -0.83
H 4.944 3.264 -6.192 -0.022 0.170 0.078 0.28
H 3.267 2.698 -6.355 0.066 0.008 -0.053 0.24
H 3.859 3.190 -4.764 0.056 0.034 0.013 0.36
H 5.198 2.006 -3.635 -0.090 0.042 -0.040 0.33
H 6.262 0.906 -4.531 0.063 -0.006 0.244 0.39
H 5.282 -0.202 -2.636 -0.063 0.105 0.036 0.41
H 4.762 -0.992 -4.095 -0.040 0.114 -0.235 0.09
H 2.367 1.068 -4.562 0.103 -0.109 -0.201 0.10
H 1.364 0.318 -3.355 0.052 -0.105 0.079 0.38
H 1.109 -0.869 -5.424 -0.132 0.019 0.192 0.42
H 1.822 -1.925 -4.191 0.092 -0.024 0.005 0.36
H 3.495 -3.099 -4.763 -0.059 0.003 0.001 0.39
H 4.568 -2.633 -6.087 -0.055 0.028 -0.066 0.24
H 2.941 -3.237 -6.460 0.003 -0.128 0.091 0.29
C -4.789 -7.494 1.668 0.019 -0.071 -0.359 -0.80
O -4.582 -6.763 0.473 0.231 0.115 0.422 -0.30
C -4.711 -5.358 0.616 -0.048 -0.108 -0.305 -0.63
C -3.549 -4.601 -0.005 0.031 0.163 -0.149 -0.28
O -2.278 -4.776 0.609 -0.034 0.000 0.011 -0.29
C -1.666 -6.059 0.554 0.028 -0.088 0.160 -0.33
C -1.270 -6.558 -0.826 -0.130 -0.206 0.052 -0.58
O -2.391 -6.824 -1.652 0.063 0.412 0.015 -0.30
C -2.315 -6.259 -2.944 -0.136 -0.206 -0.006 -0.83
H -5.850 -7.733 1.784 -0.018 0.007 0.189 0.29
H -4.224 -8.423 1.586 -0.079 -0.021 -0.031 0.24
H -4.424 -6.951 2.544 -0.059 0.028 0.023 0.37
H -4.813 -5.069 1.667 0.052 -0.083 0.041 0.35
H -5.627 -5.062 0.091 0.023 0.237 0.081 0.39
H -3.771 -3.534 0.105 0.024 -0.023 0.117 0.40
H -3.485 -4.776 -1.079 -0.080 -0.249 0.010 0.10
H -2.270 -6.797 1.082 -0.127 -0.086 -0.195 0.10
H -0.744 -5.960 1.133 0.016 0.109 -0.073 0.41
H -0.725 -7.502 -0.702 0.163 0.102 0.124 0.40
H -0.592 -5.837 -1.294 -0.071 0.049 -0.039 0.33
H -1.814 -5.286 -2.940 0.051 -0.025 0.017 0.39
H -3.335 -6.109 -3.304 0.018 -0.088 0.011 0.24
H -1.799 -6.938 -3.629 0.072 0.117 -0.076 0.29
```
Positions in Å, forces in eV/Å.



C30H62N4O20 | ωB97M-V/def2-TZVPD

The frontier orbital gap is 1.21 eV. As for the HOMO energy: 1.140 eV. The value obtained for the relative energy (zero: lowest compared OMol25 entry of this formula, charge and spin) is 0.000 eV. The LUMO energy comes out at 2.3 eV. The charge is -2.

The geometry in XYZ format:
```
116
Properties=species:S:1:pos:R:3:forces:R:3:mulliken_charge:R:1
C 11.964 9.400 -3.937 1.235 0.087 0.400 -0.49
C 11.428 8.652 -2.770 -2.724 0.109 1.278 0.25
O 10.228 8.475 -2.682 2.175 -0.279 0.129 -0.50
N 12.340 8.290 -1.607 -1.269 0.026 -1.877 0.93
H 13.259 8.665 -1.797 1.690 -0.530 -0.470 -0.07
H 12.092 8.913 -0.851 -1.143 -0.108 1.449 0.08
C 12.258 6.780 -1.303 1.229 0.510 0.934 -0.16
H 13.042 9.485 -3.802 0.237 -0.107 -0.545 0.35
H 11.543 10.405 -3.887 -0.298 -0.016 -0.069 0.13
H 11.662 8.912 -4.864 0.168 0.037 0.065 0.22
H 11.211 6.492 -1.209 0.300 -0.082 0.016 0.60
H 12.787 6.672 -0.356 -0.637 0.016 0.274 -0.74
H 12.940 6.250 -1.968 -0.662 -0.010 -0.685 0.39
C 11.691 15.817 -4.001 -0.922 0.217 1.804 -1.04
C 12.629 14.956 -4.697 0.869 0.541 -1.929 0.67
O 13.463 15.428 -5.398 0.819 -1.082 -0.392 -0.46
N 12.519 13.428 -4.539 1.383 1.342 0.372 0.03
H 12.397 13.193 -3.564 -0.150 0.006 0.648 0.47
H 11.616 13.211 -4.937 -1.823 -1.255 -1.147 0.29
C 13.690 12.586 -5.032 -0.520 1.273 0.301 -0.70
H 11.708 15.315 -3.033 -1.163 0.628 0.628 0.33
H 10.705 16.045 -4.405 -0.275 -1.356 -0.105 0.31
H 12.012 16.853 -3.894 1.035 -0.362 -0.004 0.34
H 14.493 12.988 -4.414 0.366 -0.672 -0.288 0.45
H 13.879 12.790 -6.085 -0.140 -0.021 0.194 0.30
H 13.454 11.540 -4.838 0.138 0.218 0.066 0.21
C 15.057 7.223 1.245 -0.511 -0.855 0.877 -1.69
C 14.345 6.552 2.513 1.288 1.306 -0.262 -0.17
C 14.447 7.500 3.768 0.037 -0.624 0.058 -0.70
C 13.851 6.897 5.071 -0.996 -0.586 -0.222 -1.11
N 13.662 7.884 6.243 2.189 -0.119 -0.191 0.60
C 13.224 7.247 7.625 0.026 -1.475 -2.815 -0.72
C 11.849 7.825 7.894 0.758 1.562 0.672 -0.53
C 11.284 8.337 6.546 0.217 -0.801 -0.105 -0.59
C 12.526 8.815 5.830 0.938 0.683 0.299 -0.32
C 15.035 8.575 6.521 -1.420 0.161 -0.221 -1.18
H 16.140 7.316 1.326 0.217 -0.126 0.573 0.62
H 14.732 8.231 0.988 -0.542 -0.121 -0.006 0.32
H 14.931 6.533 0.411 -0.276 0.244 -0.148 0.50
H 14.972 5.694 2.759 -0.230 -0.310 -0.033 0.36
H 13.349 6.176 2.278 -0.208 0.147 0.052 0.08
H 14.093 8.511 3.570 -0.523 -0.098 -0.162 0.48
H 15.521 7.634 3.903 0.261 -0.014 0.241 0.33
H 14.366 5.989 5.384 0.647 0.343 0.351 0.52
H 12.840 6.501 4.973 -0.296 0.175 -0.783 0.43
H 14.068 7.301 8.313 -0.443 0.702 0.220 0.40
H 13.144 6.182 7.407 -0.072 -0.109 -0.162 0.31
H 12.113 8.712 8.470 -0.628 0.291 0.474 0.26
H 11.261 7.159 8.525 -0.204 0.084 -0.375 0.44
H 10.601 9.187 6.556 -0.095 -0.142 0.591 0.46
H 10.759 7.550 6.005 0.153 -0.135 -0.309 0.18
H 12.852 9.790 6.190 -0.246 0.207 0.272 0.31
H 12.452 8.932 4.749 -0.122 -0.606 0.037 0.12
H 15.783 7.838 6.814 -0.444 -0.167 0.334 0.36
H 14.779 9.300 7.293 0.521 -0.067 0.160 0.51
H 15.492 9.090 5.676 -0.738 -0.046 -0.289 0.32
C 9.476 5.360 -3.626 -0.187 0.759 -0.649 -0.78
C 9.159 5.781 -5.070 -0.044 -0.611 -0.207 -0.94
C 8.436 7.170 -5.258 0.723 -0.612 0.130 0.60
C 7.386 7.110 -6.378 -0.028 0.746 1.066 -1.25
N 6.781 8.466 -6.831 0.268 -0.575 0.233 0.57
C 5.425 8.231 -7.607 2.401 -0.004 1.928 -0.67
C 5.869 8.259 -9.035 -1.622 -0.471 -0.798 -0.44
C 7.323 8.630 -9.238 0.745 -0.049 1.019 -0.79
C 7.793 9.082 -7.852 -2.849 1.604 -0.043 -0.53
C 6.424 9.361 -5.608 1.654 -1.508 -0.922 -1.17
H 10.265 6.049 -3.324 -0.218 -0.327 0.730 -0.15
H 9.852 4.338 -3.589 0.033 0.121 -0.043 0.31
H 8.580 5.434 -3.009 0.224 0.112 0.310 0.44
H 8.632 4.952 -5.543 -0.685 0.107 -0.163 0.49
H 10.124 5.717 -5.574 0.049 0.587 -0.366 0.38
H 9.213 7.911 -5.443 -0.069 0.221 -0.164 -0.19
H 7.984 7.446 -4.306 -0.108 -0.011 -0.022 0.42
H 6.540 6.576 -5.944 0.049 -0.466 -0.541 0.36
H 7.847 6.668 -7.261 -0.491 -0.222 -0.069 0.26
H 4.793 9.042 -7.246 0.059 0.143 -0.595 0.41
H 4.907 7.317 -7.319 0.567 -0.160 0.280 0.32
H 5.138 9.015 -9.320 0.460 -0.042 -1.697 0.28
H 5.675 7.286 -9.486 -0.347 0.258 -0.261 0.34
H 7.383 9.454 -9.949 0.357 -0.108 0.066 0.36
H 8.021 7.843 -9.526 -0.684 -0.382 -0.586 0.39
H 7.424 10.108 -7.852 1.045 0.454 0.617 0.39
H 8.857 8.994 -7.632 -0.517 -0.136 0.496 0.34
H 5.932 10.288 -5.905 -0.010 -0.339 -0.105 0.46
H 7.382 9.594 -5.144 -0.337 0.152 0.231 0.29
H 5.855 8.636 -5.027 -0.264 0.657 0.421 0.46
O 13.207 3.624 0.087 0.958 -0.210 0.679 -0.50
C 11.975 3.602 0.631 -2.428 1.715 3.208 0.52
O 11.774 3.788 1.837 3.968 -0.530 3.627 -0.71
O 10.906 3.592 0.047 -1.810 -1.347 -6.461 -0.66
H 13.115 3.758 -0.859 -0.297 -0.123 -1.232 0.50
O 11.435 2.488 -3.117 -1.710 0.201 -0.613 -0.54
C 12.398 3.347 -3.487 4.234 -0.921 1.495 0.56
O 12.986 3.208 -4.539 -0.547 -0.230 -3.663 -0.79
O 12.929 3.987 -2.543 -0.910 1.729 0.812 -0.76
H 11.245 2.952 -2.299 -0.942 -0.538 1.817 0.36
O 11.645 11.713 2.228 0.542 0.765 1.373 -0.58
C 11.051 10.801 1.417 -2.904 2.172 -3.414 0.49
O 11.611 9.740 1.272 2.368 -3.255 0.312 -0.61
O 10.083 11.203 0.734 -0.026 0.540 0.862 -0.81
H 12.394 11.188 2.520 0.423 0.134 0.338 0.35
O 9.950 10.980 -6.953 1.638 -1.371 -1.479 -0.36
C 9.435 11.811 -6.082 -5.484 1.670 1.170 0.60
O 8.193 11.926 -6.032 0.200 -0.829 -0.605 -0.74
O 10.189 12.470 -5.373 3.240 1.474 1.443 -0.81
H 10.867 11.205 -6.780 0.852 -0.707 -0.584 0.25
O 17.151 8.624 -1.430 3.545 1.191 1.114 -0.56
C 15.908 8.562 -1.817 -2.955 -1.135 -0.207 0.77
O 15.502 7.435 -2.068 -0.701 -2.157 -0.829 -0.71
O 15.199 9.569 -1.810 -0.834 2.714 -0.237 -0.84
H 17.382 7.694 -1.362 0.250 -0.253 -0.089 0.32
O 10.361 8.010 2.983 0.302 0.271 1.053 -0.37
C 10.198 6.753 2.567 -1.990 -8.199 -1.758 0.57
O 10.352 6.297 1.415 1.982 4.870 -3.572 -0.55
O 9.802 5.719 3.214 -0.622 2.789 5.660 -0.73
H 10.792 8.384 2.211 0.304 1.037 -0.689 0.29
```
Positions in Å, forces in eV/Å.



no.,E_tot (eV)
1,-78491.7345
2,-79017.8732